No. 1
The following is a DFT calculation (ωB97M-V/def2-TZVPD) of a 16-piece molecular cluster, H32O16 overall in a non-equilibrium geometry.

```
48
Properties=species:S:1:pos:R:3:nbo_charge:R:1
O 0.46496 3.60736 -4.16160 -0.9353
O -1.28440 -0.33459 0.96788 -1.0010
O 0.65076 -2.34454 -4.06839 -0.9541
O -1.11729 -5.31275 -2.97054 -0.9423
O -1.94609 1.72521 -3.17640 -0.9428
O -1.35006 4.73245 3.35356 -0.9250
O 3.21511 -0.20714 3.82977 -0.9737
O 0.46446 2.52118 4.08738 -0.9690
O 0.87439 1.79038 0.75597 -0.9696
O 4.33055 0.18116 -1.45718 -0.9193
O 4.24810 1.65878 0.46182 -0.9403
O -0.38308 -0.63049 -1.79741 -0.9604
O -3.47018 -3.94631 2.07558 -0.9569
O -1.25278 -2.49429 2.57385 -0.9735
O 0.32494 -3.66224 0.71004 -0.9660
O -3.65717 2.73426 -1.18497 -0.9257
H 0.63180 -3.87408 1.56902 0.5082
H -3.14700 -3.79222 1.20586 0.4790
H 0.25333 -2.80950 0.34536 0.4918
H -1.35656 -5.28771 -2.08612 0.4596
H 1.34051 -1.85134 -4.45006 0.4737
H 0.04210 -0.01962 -1.24120 0.4869
H -0.12973 -1.49187 -1.70010 0.4737
H -0.27716 3.00548 -4.57125 0.4772
H -0.18418 3.28748 3.86578 0.4871
H 0.56194 0.77303 0.90409 0.4986
H -1.01820 -1.09733 1.44434 0.4943
H 2.97816 0.48711 4.48882 0.4990
H -0.72892 -2.86279 1.85782 0.4530
H 3.97173 2.53176 -0.04644 0.4711
H -3.39262 -4.91667 2.35796 0.5000
H 5.24101 0.35947 -1.53360 0.4660
H 3.49323 1.33988 0.83710 0.4723
H 3.91172 -0.18528 3.30401 0.4749
H 0.46632 2.31004 1.32477 0.4621
H -3.50113 3.64216 -1.30282 0.4638
H -2.20418 1.37168 -2.29437 0.4812
H -2.04045 -0.30420 0.45761 0.4870
H -1.00829 1.33074 -2.97848 0.4582
H -4.59128 2.84816 -1.40790 0.4635
H 0.78820 3.05381 -3.48912 0.4590
H -2.14003 -2.80408 2.49036 0.4927
H -0.16863 -1.99725 -4.54080 0.4814
H 0.79293 2.81161 4.93036 0.4617
H 4.24769 -0.61897 -2.05317 0.4499
H -0.56907 -4.45465 -3.13822 0.4824
H -1.12773 4.93003 2.31837 0.4762
H -2.03331 4.13764 3.13706 0.4693
```

Properties
HOMO energy   -0.3787 hartree
Gap between HOMO and LUMO   10.07 eV
Calculated total energy   -1222.8410 a.u.
Charge   0
Relative energy (zero: lowest compared OMol25 entry of this formula, charge and spin)   224.5 kcal per mole

No. 2
The following is a DFT calculation (ωB97M-V/def2-TZVPD) of C19H18Cl2N2O2PdSSbSe4 as an isolated structure in a non-equilibrium geometry.

```
50
Properties=species:S:1:pos:R:3:nbo_charge:R:1
Sb 1.80558 -2.33003 2.41229 0.7183
Pd 1.27296 -1.00213 0.30301 0.5555
Se 2.23173 -3.27518 0.03931 -0.2516
Se 3.93470 -1.51896 3.28180 -0.0097
Se -0.01010 -0.44011 2.42160 -0.2288
Se 0.65434 -4.13471 3.61625 -0.0346
Cl 3.79455 -0.23015 -0.49042 0.0215
Cl 2.24028 -1.47409 -2.53550 0.0108
S -0.72801 -0.68057 -2.16546 1.2805
O 0.08046 0.08405 -1.15142 -1.0632
O 3.24776 5.90750 2.45113 -0.5729
N 1.76116 1.46347 0.94738 -0.4830
N 1.02194 6.16475 2.70729 -0.8069
C -1.20850 -2.50505 -0.12513 -0.2694
C -0.56324 -3.44206 -2.25780 -0.2476
C -2.43525 -0.25133 -1.80523 -0.1659
C -5.07191 0.39385 -1.38588 -0.1883
C -4.11015 0.78820 -0.46750 -0.1936
C 0.87691 2.38700 0.59239 0.0419
C 1.91692 4.02991 1.97437 -0.0743
C 2.84338 3.05828 2.33575 -0.1989
C -4.71101 -0.33367 -2.51196 -0.1775
C 3.79203 -0.70150 -2.18415 -0.3889
C -0.83533 -2.34749 -1.45605 -0.1699
C 2.12934 5.45394 2.42367 0.6422
C -2.77856 0.46600 -0.67635 -0.2495
C -1.22720 -3.77939 0.42628 -0.2132
C 2.72410 1.78481 1.80627 0.0315
C -3.38265 -0.65858 -2.72898 -0.2424
C -0.91706 -4.87963 -0.36278 -0.1665
C -0.61807 -4.71490 -1.70681 -0.2004
C 0.91101 3.68255 1.08165 -0.2305
H 0.17418 4.39802 0.75331 0.2304
H -0.91735 -5.86439 0.08004 0.2279
H -1.57127 -1.65184 0.44660 0.2492
H 0.12104 2.08246 -0.12107 0.2230
H 1.15240 7.10537 3.04361 0.4164
H -0.31559 -3.29979 -3.29847 0.2310
H -0.41422 -5.56799 -2.33214 0.2316
H 3.63941 3.29485 3.02155 0.2466
H 3.44421 1.01433 2.07962 0.2048
H -6.10640 0.66197 -1.22975 0.2291
H -2.01358 0.77509 0.02752 0.2302
H -1.50297 -3.92225 1.46564 0.2342
H 3.88307 0.19743 -2.79184 0.2468
H -5.46061 -0.64803 -3.22275 0.2292
H -4.39193 1.34289 0.41400 0.2258
H 0.11138 5.75376 2.80563 0.3990
H -3.07266 -1.21898 -3.59982 0.2256
H 4.59877 -1.41768 -2.35071 0.2444
```

Properties
HOMO energy (alpha / beta)   -0.4141 / -0.4114 hartree
Multiplicity   5
Gap between HOMO and LUMO (alpha / beta)   6.81 / 5.21 eV
Calculated total energy   -12286.9432 a.u.
Charge   +1

No. 3
The following is a DFT calculation (ωB97M-V/def2-TZVPD) of an isolated ion of composition C19H25N4O4S and charge +1 in a non-equilibrium geometry.

```
53
Properties=species:S:1:pos:R:3:nbo_charge:R:1
S 1.25213 -1.92935 -1.76927 2.3185
O 0.08913 -2.33240 -2.51181 -0.9435
O -3.66571 1.37990 1.19512 -0.6242
O 1.45752 -2.54810 -0.48808 -0.9435
O 3.15261 -4.08049 -4.42888 -0.5137
N 2.66138 -1.94855 -2.63975 -0.6804
N -3.03473 -0.76199 2.28841 -0.5304
N -0.76221 2.87655 3.23293 -0.4209
N -1.77317 1.74200 0.02383 -0.5881
C -2.34340 -0.50900 3.58772 -0.2383
C 2.08550 0.70758 -1.25411 -0.1669
C -1.67946 3.65149 3.78554 0.0629
C 0.30329 3.70874 0.23183 -0.6654
C 1.82119 1.98061 -0.77273 -0.1897
C 2.16729 -3.12263 -4.74105 -0.0935
C -0.48498 1.41480 -0.45807 0.1793
C -2.09616 0.96630 3.74047 -0.1209
C -3.05536 1.78868 4.32633 -0.1461
C 1.04236 -0.18475 -1.38516 -0.3073
C -0.24005 0.16998 -1.01831 -0.2499
C -2.21431 -0.46651 1.09723 -0.3451
C 3.24382 -4.29434 -3.03956 -0.0880
C -2.59582 0.98903 0.74120 0.6833
C 0.54976 2.35514 -0.35070 -0.0015
C -2.83732 3.15403 4.36791 -0.2257
C -0.95216 1.57093 3.22941 0.0349
C 2.47632 -1.77938 -4.07155 -0.2585
C 3.61181 -2.99935 -2.31244 -0.2587
H 3.58461 -3.13887 -1.23265 0.2424
H -3.55352 3.81706 4.82395 0.2406
H -0.00252 3.62290 1.27606 0.2620
H -2.50736 -1.12594 0.27855 0.2651
H -1.02467 -0.54153 -1.20916 0.2367
H 3.40021 -1.35779 -4.47802 0.2162
H 1.17925 -3.46765 -4.40431 0.1871
H 3.08240 0.40972 -1.53402 0.2455
H -1.14847 -0.58886 1.28498 0.2608
H 1.65449 -1.07922 -4.22214 0.2223
H -3.80320 -0.01877 2.16321 0.4768
H -1.47341 4.71216 3.75832 0.2119
H 4.01267 -5.05475 -2.89710 0.2090
H -3.42474 -1.70555 2.26825 0.4406
H -2.06659 2.70651 -0.09953 0.4324
H -1.40809 -1.07285 3.60310 0.2364
H -0.47704 4.23665 -0.31593 0.2132
H 2.28219 -4.66142 -2.64741 0.1698
H 2.62584 2.69522 -0.69340 0.2300
H -0.14859 0.98894 2.79437 0.1989
H 1.20733 4.30784 0.18896 0.2380
H -2.98837 -0.86690 4.39282 0.2407
H -3.95727 1.36606 4.74474 0.2250
H 2.17203 -3.02345 -5.82726 0.2068
H 4.60356 -2.65842 -2.62283 0.2132
```

Properties
HOMO energy   -0.4179 hartree
SMILES   Cc1ccc(S(=O)(=O)N2CCOCC2)cc1NC(=O)C[NH2+]Cc1cccnc1
Gap between HOMO and LUMO   8.46 eV
Calculated total energy   -1656.9508 a.u.
Charge   +1
Relative energy (zero: lowest compared OMol25 entry of this formula, charge and spin)   12.3 kcal per mole

No. 4
The following is a DFT calculation (ωB97M-V/def2-TZVPD) of an isolated ion of composition C4H9N2O and charge +1 in a non-equilibrium geometry.

```
16
Properties=species:S:1:pos:R:3:nbo_charge:R:1
O 1.11957 0.69380 1.02770 -0.4541
N -0.60818 1.29787 -0.37772 -0.5961
N -0.54777 -0.01295 -2.32640 -0.7471
C 0.25579 -1.64505 1.03405 -0.7149
C -0.09359 1.38061 1.00286 0.0996
C 1.09051 -0.53583 0.51382 0.3513
C -0.22108 0.30712 -1.11588 0.4059
H 2.04176 -0.80777 0.06857 0.2194
H 0.04130 -2.36479 0.24957 0.2586
H -0.67556 -1.31710 1.48647 0.2363
H -1.21650 0.52178 -2.87118 0.4070
H -1.21172 2.06255 -0.65862 0.4202
H -0.83850 0.97116 1.70103 0.1923
H 0.85230 -2.17168 1.78534 0.2646
H 0.12322 2.42121 1.25985 0.2256
H -0.11154 -0.80094 -2.77945 0.4313
```

Properties
HOMO energy   -0.5232 hartree
Gap between HOMO and LUMO   10.55 eV
Calculated total energy   -342.2593 a.u.
Charge   +1
Relative energy (zero: lowest compared OMol25 entry of this formula, charge and spin)   61.5 kcal per mole

No. 5
The following is a DFT calculation (ωB97M-V/def2-TZVPD) of a 2-piece molecular cluster, C5H9F2NO2 overall in a non-equilibrium geometry.

```
19
Properties=species:S:1:pos:R:3:nbo_charge:R:1
F -1.77074 0.94181 2.16061 -0.2250
F -1.66578 -1.04019 1.30655 -0.2287
O 0.10252 0.57797 -0.45030 -0.5132
O -0.82184 -0.91517 -1.88954 -0.5740
N -1.37687 -0.34662 2.47263 0.4503
C 1.28453 -1.57096 -0.23669 -0.6938
C -0.91234 0.10445 -1.26503 0.7883
C 1.13509 -0.12561 -0.01599 0.3290
C -2.04051 1.08136 -1.26702 -0.7191
C 2.09288 0.64578 0.80678 -0.6680
H 1.95363 1.71365 0.65129 0.2252
H 0.38265 -2.09463 0.09512 0.2239
H 1.92097 0.43448 1.86724 0.2093
H -2.90678 0.63343 -1.74801 0.2374
H -2.28369 1.36860 -0.24608 0.2409
H -1.73765 1.97834 -1.80656 0.2429
H 2.15432 -1.94890 0.29156 0.2168
H 1.37087 -1.79313 -1.30367 0.2401
H 3.11875 0.35533 0.57707 0.2178
```

Properties
HOMO energy (alpha / beta)   -0.2338 / -0.3814 hartree
Gap between HOMO and LUMO (alpha / beta)   4.97 / 11.30 eV
Calculated total energy   -600.6692 a.u.
Charge   0
Relative energy (zero: lowest compared OMol25 entry of this formula, charge and spin)   136.7 kcal per mole

Question: What is the formula in the second record?
Answer: C19H18Cl2N2O2PdSSbSe4

Copy entry 3 word for word.
The following is a DFT calculation (ωB97M-V/def2-TZVPD) of an isolated ion of composition C19H25N4O4S and charge +1 in a non-equilibrium geometry.

```
53
Properties=species:S:1:pos:R:3:nbo_charge:R:1
S 1.25213 -1.92935 -1.76927 2.3185
O 0.08913 -2.33240 -2.51181 -0.9435
O -3.66571 1.37990 1.19512 -0.6242
O 1.45752 -2.54810 -0.48808 -0.9435
O 3.15261 -4.08049 -4.42888 -0.5137
N 2.66138 -1.94855 -2.63975 -0.6804
N -3.03473 -0.76199 2.28841 -0.5304
N -0.76221 2.87655 3.23293 -0.4209
N -1.77317 1.74200 0.02383 -0.5881
C -2.34340 -0.50900 3.58772 -0.2383
C 2.08550 0.70758 -1.25411 -0.1669
C -1.67946 3.65149 3.78554 0.0629
C 0.30329 3.70874 0.23183 -0.6654
C 1.82119 1.98061 -0.77273 -0.1897
C 2.16729 -3.12263 -4.74105 -0.0935
C -0.48498 1.41480 -0.45807 0.1793
C -2.09616 0.96630 3.74047 -0.1209
C -3.05536 1.78868 4.32633 -0.1461
C 1.04236 -0.18475 -1.38516 -0.3073
C -0.24005 0.16998 -1.01831 -0.2499
C -2.21431 -0.46651 1.09723 -0.3451
C 3.24382 -4.29434 -3.03956 -0.0880
C -2.59582 0.98903 0.74120 0.6833
C 0.54976 2.35514 -0.35070 -0.0015
C -2.83732 3.15403 4.36791 -0.2257
C -0.95216 1.57093 3.22941 0.0349
C 2.47632 -1.77938 -4.07155 -0.2585
C 3.61181 -2.99935 -2.31244 -0.2587
H 3.58461 -3.13887 -1.23265 0.2424
H -3.55352 3.81706 4.82395 0.2406
H -0.00252 3.62290 1.27606 0.2620
H -2.50736 -1.12594 0.27855 0.2651
H -1.02467 -0.54153 -1.20916 0.2367
H 3.40021 -1.35779 -4.47802 0.2162
H 1.17925 -3.46765 -4.40431 0.1871
H 3.08240 0.40972 -1.53402 0.2455
H -1.14847 -0.58886 1.28498 0.2608
H 1.65449 -1.07922 -4.22214 0.2223
H -3.80320 -0.01877 2.16321 0.4768
H -1.47341 4.71216 3.75832 0.2119
H 4.01267 -5.05475 -2.89710 0.2090
H -3.42474 -1.70555 2.26825 0.4406
H -2.06659 2.70651 -0.09953 0.4324
H -1.40809 -1.07285 3.60310 0.2364
H -0.47704 4.23665 -0.31593 0.2132
H 2.28219 -4.66142 -2.64741 0.1698
H 2.62584 2.69522 -0.69340 0.2300
H -0.14859 0.98894 2.79437 0.1989
H 1.20733 4.30784 0.18896 0.2380
H -2.98837 -0.86690 4.39282 0.2407
H -3.95727 1.36606 4.74474 0.2250
H 2.17203 -3.02345 -5.82726 0.2068
H 4.60356 -2.65842 -2.62283 0.2132
```

Properties
HOMO energy   -0.4179 hartree
SMILES   Cc1ccc(S(=O)(=O)N2CCOCC2)cc1NC(=O)C[NH2+]Cc1cccnc1
Gap between HOMO and LUMO   8.46 eV
Calculated total energy   -1656.9508 a.u.
Charge   +1
Relative energy (zero: lowest compared OMol25 entry of this formula, charge and spin)   12.3 kcal per mole